# 1
DFT (ωB97M-V with the def2-TZVPD basis set) results for a structure of composition C25H48P4PdSe in a non-equilibrium geometry.

The spin multiplicity is 5. As for the charge: +4. As for the energy relative to the best compared isomer or geometry (same formula, charge and spin): 0.00 kJ/mol. The LUMO energy (spin up / spin down) is -0.4097 / -0.5662 hartree. The calculation puts the HOMO-LUMO gap (spin up / spin down) at 6.68 / 2.41 eV. Its expectation value of S² is 6.048.

Each line ends with the Mulliken charge.
Positions of all 79 atoms, in Å:
Pd1 -0.169 0.510 0.010  0.0954
P1 0.015 -0.105 2.367  0.6042
P2 2.212 0.330 -0.181  0.4136
P3 -2.264 -0.537 -0.217  0.6672
H1 1.556 -3.376 -7.872  0.4576
C1 0.548 -3.000 -8.079  -0.7382
C2 0.282 -1.674 -8.153  -0.4860
H2 1.087 -0.937 -8.143  0.3107
C3 0.399 -1.860 2.737  -1.1307
C4 1.347 0.772 3.261  -1.1460
C5 -1.487 0.212 3.367  -0.9856
C6 2.745 0.105 -1.915  -0.9719
C7 3.275 1.744 0.313  -1.4841
C8 3.176 -1.039 0.576  -0.8076
C9 -2.670 -0.972 -1.950  -1.0643
C10 -3.756 0.396 0.290  -1.1168
C11 -2.542 -2.176 0.569  -1.0396
H3 -0.167 -3.833 -8.331  0.3126
H4 -0.730 -1.309 -8.367  0.2915
H5 0.517 -2.018 3.823  0.5014
H6 1.316 -2.177 2.231  0.2723
H7 -0.405 -2.505 2.372  0.3040
H8 1.292 0.544 4.339  0.5579
H9 1.240 1.856 3.130  0.2712
H10 2.342 0.489 2.902  0.2874
H11 -1.283 0.072 4.441  0.5255
H12 -2.298 -0.466 3.073  0.3252
H13 -1.838 1.241 3.217  0.1737
H14 3.832 0.273 -1.970  0.5487
H15 2.234 0.830 -2.560  0.2990
H16 2.516 -0.918 -2.243  0.2396
H17 4.308 1.477 0.024  0.5822
H18 3.233 1.892 1.401  0.3416
H19 2.979 2.662 -0.208  0.4643
H20 4.245 -0.858 0.384  0.5251
H21 2.884 -1.992 0.099  0.0560
H22 3.015 -1.099 1.656  0.3234
H23 -3.718 -1.302 -2.048  0.5089
H24 -1.995 -1.769 -2.289  0.1936
H25 -2.510 -0.077 -2.561  0.3559
H26 -4.684 -0.157 0.053  0.5496
H27 -3.757 1.355 -0.246  0.2566
H28 -3.714 0.597 1.369  0.2793
H29 -3.597 -2.482 0.463  0.5125
H30 -2.308 -2.140 1.638  0.2648
H31 -1.886 -2.912 0.080  0.2130
C12 0.639 -3.521 -2.800  0.5902
C13 0.504 -2.526 -3.800  -0.0481
C14 0.443 -2.970 -5.112  -0.0711
C15 0.437 -4.327 -5.430  0.0189
C16 0.457 -5.298 -4.409  -1.0223
C17 0.495 -4.881 -3.098  -0.7499
Se1 1.040 -3.347 -0.906  0.2987
H32 0.599 -1.897 -0.942  -0.1874
H33 0.427 -1.446 -3.641  0.5427
H34 0.419 -2.261 -5.937  0.0548
H35 0.436 -4.644 -6.461  0.3531
H36 0.464 -6.354 -4.631  0.4498
H37 0.451 -5.618 -2.303  0.4072
C18 0.478 3.351 -1.727  -1.2793
P4 -0.317 2.850 -0.165  1.4426
C19 0.464 3.706 1.246  -1.4601
C20 -1.975 3.659 -0.248  0.5461
C21 -2.552 4.253 -1.401  -0.2458
C22 -3.713 5.041 -1.292  -0.6123
C23 -4.381 5.133 -0.074  -0.5059
C24 -3.924 4.432 1.034  -0.6069
C25 -2.738 3.694 0.950  -0.2815
H38 1.514 2.971 -1.817  0.2430
H39 0.453 4.456 -1.794  0.4814
H40 -0.170 2.900 -2.501  0.3907
H41 -0.020 3.394 2.178  0.4138
H42 0.364 4.795 1.185  0.5393
H43 1.531 3.483 1.318  0.3105
H44 -2.109 4.108 -2.381  0.4703
H45 -4.119 5.590 -2.166  0.4649
H46 -5.281 5.763 0.005  0.4616
H47 -4.495 4.472 1.974  0.4946
H48 -2.409 3.144 1.834  0.1819

# 2
DFT (ωB97M-V with the def2-TZVPD basis set) results for an isolated molecule of C19H30N2O3.

As for the energy relative to the best compared isomer or geometry (same formula, charge and spin): 15.27 kJ/mol. The LUMO energy is 0.0281 hartree. As for the SMILES: CC[C@@H](C)[C@H](NC(=O)[C@H]1CC[C@H](C)CC1)C(=O)NCc1ccco1. The calculation puts the HOMO-LUMO gap at 9.62 eV.

Each line ends with the Mulliken charge.
Positions of all 54 atoms, in Å:
C1 -0.268 3.184 -1.331  -1.1876
C2 -1.532 2.389 -1.023  -0.6431
C3 -1.575 1.874 0.425  0.7756
C4 -2.993 1.942 0.990  -2.1114
C5 -1.003 0.437 0.551  -0.8951
N1 0.349 0.364 0.048  -0.0467
C6 1.426 0.301 0.861  -0.0360
O1 1.340 0.428 2.066  -0.7154
C7 2.732 0.040 0.126  0.7040
C8 2.897 -1.477 -0.030  -0.8248
C9 4.220 -1.808 -0.715  -0.9353
C10 5.401 -1.242 0.073  0.7362
C11 6.724 -1.581 -0.609  -1.7061
C12 5.234 0.271 0.222  -0.9144
C13 3.914 0.615 0.904  -1.0960
C14 -1.836 -0.570 -0.238  0.1818
O2 -1.591 -0.836 -1.398  -0.6896
N2 -2.834 -1.148 0.457  -0.1560
C15 -3.813 -2.017 -0.169  -0.8696
C16 -5.194 -1.474 -0.007  0.4917
C17 -6.291 -1.967 0.636  -0.6356
C18 -7.313 -0.998 0.477  -0.4205
C19 -6.757 0.012 -0.242  -0.4138
O3 -5.477 -0.265 -0.539  -0.2290
H1 0.624 2.592 -1.144  0.1435
H2 -0.220 4.075 -0.707  0.3332
H3 -0.263 3.497 -2.373  0.4108
H4 -2.396 3.035 -1.194  0.4633
H5 -1.616 1.550 -1.715  0.2316
H6 -0.929 2.508 1.041  0.5200
H7 -3.029 1.541 2.002  0.4012
H8 -3.689 1.391 0.362  0.4680
H9 -3.322 2.978 1.031  0.5114
H10 -0.967 0.167 1.613  0.8110
H11 0.420 0.137 -0.934  0.4870
H12 2.688 0.498 -0.868  0.3202
H13 2.874 -1.936 0.961  0.3219
H14 2.065 -1.885 -0.609  0.3441
H15 4.321 -2.891 -0.808  0.3894
H16 4.223 -1.385 -1.723  0.3300
H17 5.397 -1.691 1.073  0.2339
H18 7.561 -1.189 -0.036  0.4124
H19 6.844 -2.659 -0.699  0.4099
H20 6.759 -1.148 -1.607  0.3498
H21 6.063 0.678 0.805  0.3975
H22 5.264 0.734 -0.768  0.3188
H23 3.895 0.206 1.915  0.2538
H24 3.805 1.698 0.985  0.4320
H25 -3.000 -0.876 1.413  0.3408
H26 -3.534 -2.069 -1.226  0.3293
H27 -3.768 -3.019 0.269  0.3256
H28 -6.366 -2.903 1.150  0.4546
H29 -8.315 -1.052 0.849  0.4343
H30 -7.150 0.946 -0.592  0.4572

# 3
DFT (ωB97M-V with the def2-TZVPD basis set) results for a structure of composition C8H30O7 in a non-equilibrium geometry.

As for the energy relative to the best compared isomer or geometry (same formula, charge and spin): 813.37 kJ/mol. The LUMO energy is 0.0128 hartree. The calculation puts the HOMO-LUMO gap at 8.29 eV.

Each line ends with the Mulliken charge.
Positions of all 45 atoms, in Å:
C1 0.183 -3.102 0.311  -1.0783
C2 -0.527 -1.953 0.957  1.2030
O1 -1.810 -2.327 1.431  -0.5957
H1 -0.240 -3.258 -0.681  0.1656
H2 0.046 -4.001 0.912  0.3747
H3 1.265 -2.980 0.254  0.3225
H4 -0.549 -0.998 0.433  -0.3239
H5 0.078 -1.574 1.781  0.3226
H6 -2.356 -2.576 0.682  0.3462
C3 -0.688 -1.867 -2.902  -0.6149
O2 -1.538 -2.825 -2.339  -0.4987
H7 -0.866 -1.718 -3.967  0.4081
H8 -0.885 -0.941 -2.363  0.1799
H9 0.372 -2.033 -2.709  0.3013
H10 -1.529 -3.603 -2.902  0.2656
C4 1.911 1.153 -2.942  -0.6851
O3 2.396 1.383 -1.759  -0.8502
H11 2.622 1.400 -3.730  0.3258
H12 1.540 0.137 -3.071  0.0505
H13 1.091 1.852 -3.108  0.2114
H14 1.696 1.474 -1.109  0.7887
C5 -0.192 2.214 2.369  -0.6252
O4 0.445 2.632 1.170  -0.4340
H15 0.546 2.146 3.168  0.2968
H16 -0.908 2.904 2.814  0.3965
H17 -0.571 1.201 2.231  0.1457
H18 0.304 3.582 1.178  0.2398
C6 2.595 0.605 2.415  -0.3164
O5 2.254 0.050 3.674  -0.5057
H19 2.079 0.061 1.624  0.0681
H20 2.328 1.660 2.489  0.1979
H21 3.623 0.572 2.055  0.3836
H22 2.844 0.430 4.329  0.2919
C7 -3.135 0.882 -0.452  -0.3341
O6 -3.813 1.421 0.637  -0.5423
H23 -3.400 1.481 -1.324  0.3424
H24 -2.064 1.077 -0.396  0.0472
H25 -3.417 -0.166 -0.557  0.2245
H26 -4.643 0.962 0.783  0.3206
C8 0.360 0.442 -0.281  -0.3337
O7 0.765 1.713 -0.756  -0.5769
H27 -0.576 0.489 0.275  -0.2970
H28 0.239 -0.393 -0.971  -0.3324
H29 1.190 0.113 0.345  0.2273
H30 0.932 2.278 0.002  0.4963

# 4
DFT (ωB97M-V with the def2-TZVPD basis set) results for a cluster of 2 separate species, C5H8O in total.

As for the energy relative to the best compared isomer or geometry (same formula, charge and spin): 481.55 kJ/mol. The LUMO energy is 0.0253 hartree. As for the SMILES: C1=C2CC[C@H]12.O. The calculation puts the HOMO-LUMO gap at 9.39 eV.

Each line ends with the Mulliken charge.
Positions of all 14 atoms, in Å:
C1 1.255 -0.483 -1.006  -0.3628
C2 0.117 0.073 -0.689  -0.1170
C3 -0.303 1.227 0.166  -0.3888
C4 0.707 0.603 1.229  -0.6699
C5 0.753 -0.706 0.401  -0.2799
H1 2.147 -0.271 -1.589  0.3246
H2 -1.334 1.136 0.517  0.2000
H3 -0.117 2.227 -0.237  0.2906
H4 0.304 0.522 2.244  0.2961
H5 1.658 1.147 1.251  0.2411
H6 0.423 -1.668 0.798  0.4198
O1 -2.255 -1.210 -0.926  -0.6573
H7 -1.796 -0.939 -1.734  0.3618
H8 -1.557 -1.659 -0.426  0.3417

Ordered total energy results: -132642.70703, -29313.97946, -23106.25069, -7357.26433; unit eV.